No. 1
48
Properties=species:S:1:pos:R:3 method="wB97M-V/def2-TZVPD" spin_multiplicity=6 charge=0 e_tot_ha=-4267.11998 de_lowest_kcal_mol=8.93 largest_force_ev_per_a=1.04 orbital_gap_ev="6.612 / 4.999"
Ir -0.458 -0.135 0.349
S -2.781 0.894 -0.100
C -2.606 1.043 -1.832
C -3.667 0.661 -2.655
C -3.508 0.597 -4.025
C -2.299 0.945 -4.611
C -1.258 1.386 -3.817
C -1.399 1.422 -2.440
S -0.066 2.007 -1.412
C 1.403 1.121 -2.056
C 2.200 0.473 -0.955
C 3.441 -0.083 -1.235
C 4.156 -0.670 -0.206
C 3.644 -0.633 1.084
C 2.404 -0.056 1.298
C 1.798 0.053 2.662
S 0.147 -0.793 2.793
C -0.822 0.334 3.780
C -1.352 -0.171 4.954
C -2.161 0.620 5.747
C -2.408 1.937 5.378
C -1.901 2.438 4.198
C -1.139 1.627 3.351
S -0.664 2.206 1.790
N 1.689 0.436 0.277
H -4.599 0.366 -2.198
H -4.324 0.255 -4.644
H -2.161 0.864 -5.679
H -0.316 1.667 -4.260
H 2.030 1.845 -2.576
H 1.051 0.377 -2.773
H 3.820 -0.061 -2.245
H 5.101 -1.149 -0.406
H 4.193 -1.058 1.906
H 1.612 1.099 2.907
H 2.442 -0.411 3.406
H -1.138 -1.194 5.220
H -2.592 0.216 6.650
H -3.016 2.569 6.007
H -2.111 3.450 3.889
O 2.252 -4.950 -4.222
C 1.718 -4.286 -3.389
S 2.141 -4.336 -1.668
C 0.996 -3.118 -1.122
C 0.186 -2.573 -2.089
S -1.027 -1.429 -1.802
S 0.425 -3.126 -3.735
S 0.928 -2.677 0.505

***

No. 2
61
Properties=species:S:1:pos:R:3 method="wB97M-V/def2-TZVPD" charge=+1 e_tot_ha=-3963.24717 de_lowest_kcal_mol=0.00 largest_force_ev_per_a=2.22 orbital_gap_ev=8.620
Cd 0.761 1.496 -1.039
N 0.081 1.275 -3.253
C 0.391 -0.018 -3.922
C 1.862 -0.249 -4.056
C 2.755 -0.379 -2.808
N 2.804 0.850 -1.997
H -0.914 1.440 -3.348
H 0.591 2.023 -3.733
H -0.031 -0.102 -4.974
H -0.132 -0.801 -3.344
H 2.307 0.549 -4.694
H 1.992 -1.214 -4.647
H 3.774 -0.656 -3.116
H 2.467 -1.243 -2.154
H 3.214 1.632 -2.523
H 3.421 0.707 -1.191
Cl 3.137 2.442 1.026
C 1.679 3.165 1.456
C 0.614 3.014 0.567
C -0.568 3.697 0.866
Cl -1.772 3.700 -0.342
C -0.756 4.393 2.068
Cl -2.321 4.952 2.503
C 0.287 4.401 3.002
Cl 0.028 5.117 4.539
C 1.558 3.871 2.673
Cl 2.906 4.149 3.640
C 2.754 -3.784 0.313
C 3.015 -2.587 0.958
C 2.081 -1.545 0.891
C 0.867 -1.712 0.207
C 0.678 -2.911 -0.527
C 1.605 -3.937 -0.457
P -0.398 -0.446 0.222
C -0.916 -0.034 1.942
C -2.287 0.136 2.202
C -2.746 0.514 3.473
C -1.842 0.608 4.505
C -0.463 0.442 4.261
C 0.002 0.131 2.994
C -1.893 -1.131 -0.476
C -2.348 -2.390 -0.008
C -3.499 -2.937 -0.544
C -4.188 -2.261 -1.576
C -3.792 -1.022 -1.998
C -2.671 -0.415 -1.420
H 3.401 -4.632 0.406
H 3.930 -2.493 1.521
H 2.382 -0.602 1.324
H -0.187 -2.992 -1.197
H 1.459 -4.871 -0.978
H -3.033 -0.061 1.436
H -3.800 0.685 3.691
H -2.133 0.827 5.531
H 0.247 0.614 5.055
H 1.105 0.013 2.854
H -1.747 -2.857 0.778
H -3.878 -3.899 -0.191
H -5.088 -2.767 -1.954
H -4.345 -0.508 -2.761
H -2.406 0.612 -1.676

***

No. 3
58
Properties=species:S:1:pos:R:3 method="wB97M-V/def2-TZVPD" spin_multiplicity=2 charge=0 e_tot_ha=-4157.13415 de_lowest_kcal_mol=0.00 largest_force_ev_per_a=2.61 orbital_gap_ev="5.327 / 6.544"
Yb -3.430 -16.522 -4.506
N -1.971 -18.691 -4.680
C -2.665 -19.880 -4.121
C -2.831 -19.792 -2.591
C -3.858 -18.730 -2.119
N -3.375 -17.327 -2.236
H -1.759 -18.832 -5.685
H -1.073 -18.630 -4.203
H -2.160 -20.819 -4.397
H -3.639 -19.936 -4.588
H -1.906 -19.482 -2.100
H -3.129 -20.760 -2.170
H -4.138 -18.964 -1.099
H -4.808 -18.791 -2.675
H -2.380 -17.292 -1.935
H -3.887 -16.749 -1.542
Cl -10.293 -18.648 -5.252
C -8.620 -18.360 -5.696
C -7.922 -19.070 -6.673
C -6.510 -19.075 -6.805
I -5.708 -20.745 -7.826
C -5.749 -18.132 -5.961
O -4.482 -18.173 -5.799
C -6.546 -17.131 -5.277
N -5.846 -16.084 -4.724
C -6.425 -15.267 -3.864
C -7.728 -15.503 -3.398
C -8.486 -16.458 -4.010
C -7.928 -17.321 -5.028
H -8.555 -19.672 -7.318
H -5.861 -14.416 -3.571
H -8.069 -14.918 -2.570
H -9.516 -16.678 -3.698
F 2.391 -13.458 -3.129
C 1.174 -13.514 -3.668
C 0.734 -14.723 -4.279
F 1.537 -15.783 -4.392
C -0.582 -14.791 -4.683
F -1.096 -16.033 -4.930
C -1.489 -13.711 -4.661
S -3.110 -13.867 -5.258
C -0.999 -12.507 -4.137
F -1.842 -11.471 -3.872
C 0.308 -12.445 -3.603
F 0.625 -11.339 -2.962
C -0.386 -16.346 -9.246
Si -1.730 -15.095 -8.996
C -1.217 -13.284 -8.890
C -3.318 -15.416 -9.856
H -0.620 -17.029 -10.102
H -0.260 -16.998 -8.362
H 0.571 -15.883 -9.484
H -1.968 -12.596 -9.307
H -0.311 -13.184 -9.480
H -1.053 -12.959 -7.853
H -3.491 -16.503 -10.012
H -3.358 -14.966 -10.882
H -4.179 -14.958 -9.364

***

No. 4
21
Properties=species:S:1:pos:R:3 method="wB97M-V/def2-TZVPD" spin_multiplicity=3 charge=0 e_tot_ha=-2010.73250 de_lowest_kcal_mol=0.00 largest_force_ev_per_a=3.71 orbital_gap_ev="6.820 / 8.020"
Ti -2.114 0.188 -1.113
C 1.130 0.249 -4.919
H 0.871 0.154 -3.863
H 1.912 -0.484 -5.142
H 1.505 1.257 -5.103
H 0.263 0.071 -5.522
H -3.402 0.022 -2.090
S -1.798 -1.994 -1.529
C -0.733 -1.553 -0.246
N -0.521 -0.181 -0.027
C 0.160 0.057 1.164
C 0.440 1.338 1.638
C 0.486 1.506 3.020
C 0.272 0.419 3.889
C 0.125 -0.888 3.391
C 0.108 -1.060 2.006
S -0.371 -2.524 1.110
H 0.607 2.132 0.907
H 0.715 2.491 3.438
H 0.294 0.580 4.974
H 0.051 -1.778 4.018

***

No. 5
105
Properties=species:S:1:pos:R:3 method="wB97M-V/def2-TZVPD" charge=0 e_tot_ha=-3377.86017 de_lowest_kcal_mol=0.00 largest_force_ev_per_a=1.85 smiles="O=C1OC[C@@H](F)O1.C[C@H]1COC(=O)O1.C[C@H]1COC(=O)O1.C[C@H]1COC(=O)O1.C[C@H]1COC(=O)O1.C[C@H]1COC(=O)O1.O=C1OCCO1.O=C1OCCO1.O=C1OCCO1" orbital_gap_ev=10.504
O -0.602 -2.578 2.360
C -0.611 -1.698 1.564
O 0.111 -1.672 0.420
C -0.226 -0.480 -0.293
C -0.779 0.367 0.821
F -1.624 1.354 0.431
O -1.390 -0.583 1.646
H 0.593 -0.030 -0.838
H -0.962 -0.717 -1.073
H 0.066 0.898 1.269
C 3.502 -2.040 -2.472
C 2.616 -0.865 -2.812
C 2.841 -0.253 -4.208
O 1.562 -0.332 -4.849
C 0.647 -0.846 -4.001
O -0.523 -0.901 -4.218
O 1.236 -1.298 -2.882
H 4.522 -1.755 -2.227
H 3.589 -2.703 -3.341
H 3.014 -2.593 -1.671
H 2.603 -0.153 -1.986
H 3.590 -0.826 -4.750
H 3.100 0.804 -4.185
C 2.581 -3.403 3.411
C 2.901 -1.978 3.764
C 1.705 -1.151 4.211
O 2.252 -0.333 5.258
C 3.391 -0.890 5.703
O 4.036 -0.495 6.619
O 3.724 -1.971 4.953
H 1.785 -3.446 2.664
H 2.187 -3.914 4.287
H 3.471 -3.881 3.007
H 3.446 -1.471 2.962
H 0.873 -1.744 4.593
H 1.282 -0.531 3.423
C 1.478 5.942 -3.814
C 2.270 4.801 -3.203
C 2.804 5.099 -1.777
O 2.296 4.042 -0.972
C 1.398 3.318 -1.679
O 0.734 2.455 -1.201
O 1.337 3.729 -2.951
H 1.029 6.515 -3.004
H 0.721 5.575 -4.499
H 2.163 6.605 -4.347
H 3.092 4.464 -3.832
H 2.367 6.029 -1.409
H 3.888 5.172 -1.771
C -0.603 -3.995 -1.588
C -0.677 -5.016 -2.695
C 0.207 -4.621 -3.888
O 1.024 -5.777 -4.121
C 0.812 -6.702 -3.162
O 1.363 -7.751 -3.096
O -0.113 -6.264 -2.275
H -0.906 -3.018 -1.977
H 0.414 -3.924 -1.209
H -1.309 -4.210 -0.783
H -1.700 -5.210 -3.019
H 0.907 -3.820 -3.643
H -0.355 -4.343 -4.776
C -2.610 3.135 -2.235
C -3.158 1.802 -2.736
C -3.759 0.910 -1.643
O -5.052 0.560 -2.147
C -5.326 1.268 -3.264
O -6.364 1.248 -3.840
O -4.250 1.994 -3.642
H -3.386 3.839 -1.948
H -2.010 3.546 -3.051
H -1.927 2.925 -1.411
H -2.353 1.301 -3.275
H -3.852 1.329 -0.643
H -3.182 -0.012 -1.544
O -5.104 0.453 2.612
C -4.770 -0.647 2.313
O -4.877 -1.723 3.120
C -4.401 -2.879 2.436
C -4.293 -2.415 0.973
O -4.226 -0.994 1.132
H -3.427 -3.173 2.833
H -5.078 -3.715 2.599
H -5.177 -2.635 0.378
H -3.369 -2.798 0.549
O 2.975 -0.173 0.396
C 3.221 0.685 1.186
O 2.304 1.305 1.944
C 2.952 2.067 2.984
C 4.395 2.173 2.450
O 4.453 1.176 1.422
H 2.462 3.036 2.969
H 2.849 1.555 3.937
H 5.145 1.927 3.195
H 4.575 3.154 2.016
O -0.854 0.691 4.243
C -1.684 1.540 4.279
O -2.242 2.097 3.183
C -3.247 3.032 3.566
C -3.447 2.727 5.059
O -2.215 2.070 5.398
H -2.903 4.052 3.409
H -4.159 2.823 3.014
H -4.323 2.117 5.259
H -3.456 3.636 5.657